# 1
19
Properties=species:S:1:pos:R:3 method="wB97M-V/def2-TZVPD" orbital_gap_ev=6.3 total_charge=-2
C 2.01911 -0.99409 -0.30435
C 2.28873 0.28516 -0.75529
S -2.85669 -1.94240 -1.49163
O -1.37699 -0.81525 2.13723
H 0.56677 1.88424 1.66856
C 0.75693 -0.23798 1.43348
O -3.15594 0.30023 -3.38750
S -2.71381 0.04208 -2.02107
O -3.51228 0.74068 -1.00106
H 2.40728 -1.85177 -0.84633
O 0.16273 -0.44295 3.73338
C 1.77146 1.35181 -0.03508
O -1.27625 0.35327 -1.80195
C -0.21843 -0.53525 2.56289
Cu -1.94143 -0.76514 0.28415
H 1.93802 2.37193 -0.36047
N 1.27491 -1.26825 0.76469
C 1.00943 1.08831 1.08461
H 2.85646 0.43539 -1.66425

=====

# 2
105
Properties=species:S:1:pos:R:3 method="wB97M-V/def2-TZVPD" multiplicity=6 s_squared=8.79 orbital_gap_ev="6.1 / 6.6" total_charge=+2
H 0.53661 0.45901 -6.35013
H 3.91550 -0.51152 3.16689
H 4.99448 -3.32958 0.66252
C -2.71262 -2.71075 -0.31472
H -3.91309 0.05541 -4.05835
C 2.24319 -3.02028 -3.19093
C -2.31225 -4.89972 -1.24487
C -0.93857 2.96199 0.25234
C -3.54672 -0.94232 -3.83462
H 1.19118 -1.11057 -5.88182
H 4.22273 0.70861 0.30759
H -1.51799 2.32700 -5.97307
H -1.60117 4.89634 0.89108
C 2.90512 -0.16579 2.96165
H -4.04918 -1.65049 -4.49427
C -5.32959 1.87428 0.76733
C 1.55309 4.03869 0.01435
C -5.05860 1.13035 1.90918
H -2.36564 0.76739 -5.95603
H 1.53867 -3.26434 -3.98433
Ru -0.01973 -0.07124 0.14219
C 1.58959 -2.17243 -2.19047
H -4.00051 -5.82689 -2.19464
H -4.81651 2.23477 -1.28926
H 1.46932 -2.97153 1.83016
H -5.52388 -3.93467 -1.74885
C -1.79841 -1.91706 2.30292
H 2.58911 -3.94369 -2.72799
H -0.81868 -3.73652 -0.23563
H 4.23080 -3.99243 5.49854
H -0.54205 -2.45878 -4.07099
C -3.34280 -0.06552 0.72383
H 2.22759 -0.58213 3.70422
H -0.31949 -0.54093 5.08386
H 6.85076 -4.05541 2.11406
H -1.80801 -2.76745 -2.85817
H -1.91806 2.50659 0.32619
As 2.40878 -0.76494 1.19239
H 2.07626 2.06700 -0.62704
H -1.64763 -5.73390 -1.43426
N -2.09663 -1.02961 -4.06786
C -1.61089 -2.40459 -3.87388
H 3.93091 -0.61517 -0.83770
C -4.60465 1.65469 -0.39901
C -3.63578 -4.95112 -1.67125
H -3.23355 2.24821 -5.55620
H -6.10898 2.62650 0.78676
H 1.32155 0.99609 -2.79787
H 1.59596 1.61568 -4.43668
N 0.28534 -0.05372 -4.29982
C 1.28615 2.71802 -0.27457
H -5.62385 1.30306 2.81624
H -2.12261 -3.06408 -4.57635
H 2.35483 0.10599 -3.92403
C -1.85035 -3.77994 -0.57228
C -4.49228 -3.88820 -1.42208
C -1.89914 2.80777 -3.28327
C -0.87700 -1.24763 4.47950
H -3.87110 -0.42954 2.78084
H 4.85452 -0.90881 0.66113
H 2.37516 -3.24938 4.05011
C 2.43861 -2.72040 1.39828
C 0.50544 4.83476 0.44853
C -4.03477 -2.76336 -0.74423
O 0.17173 1.08920 2.48031
C -2.34619 -3.04761 2.88997
C 0.36205 -0.41715 -5.71912
H -2.57102 -4.18007 4.69659
H -1.61141 2.61188 -2.25581
C -4.06924 0.15649 1.89069
N 0.06445 2.17371 -0.16304
H -4.71005 -1.93984 -0.54754
H 6.47806 -4.38140 4.53781
Br 0.80757 6.62393 0.87660
C -2.14563 -3.29551 4.24108
C 3.56473 -3.20901 2.26357
C -2.27748 1.73074 -5.45866
P -1.15383 0.21920 -3.53011
H -1.29305 -2.57775 6.08487
C 3.36222 -3.41159 3.62569
H 3.09576 -2.49640 -3.62060
H -2.94016 -3.73060 2.29291
C 4.40445 -3.83023 4.44159
C 1.44634 0.71058 -3.83886
C 5.87430 -3.86620 2.54324
H -2.87932 3.29022 -3.28701
C 4.02934 -0.35823 0.21432
N -1.95755 1.55525 -4.04004
O -0.90150 0.38730 -2.05951
C -1.03486 -1.01941 3.08727
H 2.85757 0.91936 2.99847
H 2.48168 -3.14134 0.39609
P -2.05204 -1.32800 0.63295
H -0.55515 -0.89968 -6.04426
C -3.60498 0.69258 -0.42187
H -3.01366 0.54265 -1.31754
H 2.55181 4.43820 -0.09760
C -0.33215 0.00321 2.43236
C -1.41875 -2.38679 5.02559
C -0.76344 4.29617 0.56188
H -1.18130 3.50712 -3.72356
C 5.66478 -4.05222 3.90275
H -3.80813 -1.19880 -2.80330
N 1.07138 -1.49568 -1.42710
C 4.82868 -3.44873 1.72912

=====

# 3
8
Properties=species:S:1:pos:R:3 method="wB97M-V/def2-TZVPD" orbital_gap_ev=3.3 total_charge=-2
N -1.61591 1.94815 1.58571
H 11.48844 -3.60306 -2.60492
N -1.94540 -0.09848 -0.51869
N -1.57876 0.83446 1.68842
N -1.14065 -2.13398 0.31424
S -2.19370 1.03797 -1.70905
O -1.65808 3.11791 1.46261
N -1.35594 -1.10297 -0.21831

=====

# 4
85
Properties=species:S:1:pos:R:3 method="wB97M-V/def2-TZVPD" orbital_gap_ev="5.0 / 5.0" total_charge=0
H -3.83481 -4.07568 -0.78370
C 4.50165 1.80456 1.67658
H -2.42145 4.28871 0.75468
H -3.71899 2.53150 2.34053
H 1.23491 1.85514 -0.13645
C 2.07798 2.08803 1.84850
C -2.79781 -4.11517 -0.44203
C 2.88220 3.04288 -2.04150
H -4.20517 -0.27213 -1.20775
C 1.51431 -2.38897 4.30239
H 2.76493 5.16127 -2.34757
H -0.95717 0.93567 -2.85598
H 3.21931 -4.28758 -0.36661
H -2.46749 4.12733 -1.00395
C 0.09665 -1.50673 2.57854
H -4.48123 -0.05603 0.51159
H 2.14964 -5.81062 -2.04686
N 0.14720 -2.92335 -0.43045
H -1.06770 0.96529 2.38001
C 4.35592 1.10925 0.50191
C -0.98069 2.84872 -0.05487
C -1.81112 4.13235 -0.13422
H -3.92116 2.47189 0.13338
C -2.71583 2.32200 2.71381
H 3.55108 -1.71476 4.26153
C 1.64581 4.08241 -3.82812
H -0.40352 2.74963 -0.97706
H 3.24633 -0.27190 2.30464
C 1.58632 -5.01529 -1.57555
H -2.11471 3.22708 2.62833
C 1.22762 2.83374 -4.26905
C 1.42611 -3.14704 -0.11168
C 2.40054 -0.81643 2.70512
C 0.25302 -4.81552 -1.88405
H 1.33048 4.97688 -4.35087
H 1.89021 -1.54451 -2.13681
C 2.57533 -1.64675 3.79691
H 5.24004 0.77905 -0.03660
H -2.09180 -2.50457 -1.72731
C 1.64030 1.68764 -3.60306
C 2.46253 4.18673 -2.70929
C 2.18318 -4.17070 -0.65352
H -0.56077 -2.88861 4.07664
H 5.48152 2.00290 2.08605
P -1.86130 1.24214 0.17301
S 2.99669 0.26642 -1.66660
C 3.31828 2.30656 2.32416
C -2.69039 -3.36901 0.87966
C -3.52602 1.64848 -0.45975
H -3.38389 2.00142 -1.48388
H 3.51572 3.12200 -1.16595
C 0.90121 0.08127 0.89236
H 0.57616 2.75467 -5.13050
H 3.43235 2.88297 3.23637
H -2.34170 -0.11528 -2.54075
H -3.41071 -3.78770 1.58422
H -0.87404 -0.79278 -3.27052
C -1.90379 -3.56904 -1.57279
H -0.24895 -5.46548 -2.58895
C 3.10031 0.87027 -0.06118
H -1.68756 -3.50772 1.29911
H 1.65512 -3.02051 5.17022
H -0.26632 2.91707 0.76719
C 2.46116 1.80046 -2.49021
H -1.13986 4.98680 -0.22897
N 1.67010 -0.62229 -1.78066
H 1.86283 -2.47033 0.60741
H -2.16611 -4.08832 -2.49546
C 1.80463 1.26413 0.59209
C 0.26959 -2.31336 3.68689
H -2.80275 2.08612 3.77520
C -4.48672 0.45702 -0.44912
C 1.15008 -0.73333 2.06186
H -2.26278 -1.54703 0.30681
H 1.30332 0.70715 -3.91183
H -0.87215 -1.43327 2.09976
C -1.24675 -0.06892 -2.54106
C -0.44631 -3.77140 -1.28515
Pt -0.38813 -0.42438 -0.62612
C -2.07183 1.14242 1.99033
H 1.21070 2.46180 2.38484
O -2.99904 -1.99388 0.77105
H -2.53537 -5.16301 -0.26150
H -5.50496 0.79081 -0.65397
H -2.64456 0.22878 2.17615

=====

| no. | electronic energy (a.u.) |
| --- | --- |
| 1 | -3098.95768 |
| 2 | -7604.68446 |
| 3 | -747.56692 |
| 4 | -2366.01934 |